57
Properties=species:S:1:pos:R:3:forces:R:3:mulliken_spin:R:1 method="wB97M-V/def2-TZVPD" total_charge=+1 lumo_ev="-2.683 / -2.653" spin_multiplicity=6
Sm 0.2445 -0.0630 0.1095 -0.5 0.4 1.3 5.0532
C 1.1609 1.5964 2.7244 0.0 0.1 0.0 0.0040
N -0.2018 1.4503 2.1685 0.0 0.2 0.2 -0.0137
C -0.6897 2.7840 1.7157 -0.2 0.0 -0.3 -0.0021
C -1.3841 2.7606 0.3458 0.3 0.0 -0.1 0.0117
C -0.4166 3.0236 -0.8070 -0.1 0.1 0.0 0.0001
N 0.6685 2.0411 -0.7788 0.2 0.8 -0.7 -0.0159
C 1.4980 2.0495 -1.7682 0.0 0.2 0.3 -0.0039
C 2.6523 1.2108 -1.9301 0.2 -0.4 0.1 0.0108
C 3.4737 1.4696 -3.0482 -0.2 0.1 0.0 0.0007
C 4.6200 0.7606 -3.2901 0.1 0.0 -0.1 -0.0002
C 4.9869 -0.2536 -2.4000 0.0 0.1 0.0 0.0007
C 4.2141 -0.5365 -1.3002 -0.1 0.0 0.2 -0.0023
C 3.0288 0.1725 -1.0223 0.6 0.3 -0.5 -0.0041
O 2.3253 -0.1304 0.0413 1.5 0.1 -0.1 -0.0191
C -1.0880 0.9208 3.2286 -0.2 -0.1 -0.1 0.0033
C -2.4834 0.5176 2.7594 0.2 -0.1 -0.1 -0.0005
C -2.5735 -0.7750 1.9402 -0.1 0.1 0.1 0.0034
N -2.0437 -0.6719 0.5766 -1.1 -0.3 -0.1 -0.0028
C -2.9162 -0.8183 -0.3699 0.1 0.0 0.4 0.0023
C -2.7463 -0.7637 -1.7954 0.2 0.0 -0.5 0.0072
C -3.9279 -0.8890 -2.5624 0.1 0.0 0.3 0.0006
C -3.9162 -0.8645 -3.9299 0.0 0.0 -0.2 -0.0016
C -2.6896 -0.7307 -4.5930 -0.2 0.0 0.1 0.0016
C -1.5184 -0.6176 -3.8863 0.3 0.1 0.2 -0.0021
C -1.5012 -0.6150 -2.4761 -0.8 -0.2 -0.5 -0.0016
O -0.3690 -0.4899 -1.8393 -0.5 -0.2 -0.9 -0.0203
H 1.1873 2.3491 3.5193 0.0 0.0 0.0 -0.0002
H 1.8527 1.8882 1.9347 0.0 0.0 0.0 0.0011
H 1.5037 0.6529 3.1489 0.0 0.0 0.0 -0.0009
H 0.1622 3.4627 1.6582 0.0 0.0 0.0 0.0000
H -1.3741 3.1889 2.4652 0.1 0.0 0.1 -0.0006
H -2.1656 3.5200 0.3170 -0.1 -0.1 0.0 0.0002
H -1.8628 1.7868 0.1919 -0.2 0.2 0.0 -0.0039
H -0.0004 4.0316 -0.7179 0.0 0.0 0.0 -0.0002
H -0.9579 2.9708 -1.7564 0.0 0.0 0.0 -0.0016
H 1.3482 2.7772 -2.5715 0.0 0.1 0.0 -0.0009
H 3.1830 2.2653 -3.7249 0.0 0.0 0.0 0.0001
H 5.2348 0.9830 -4.1508 0.0 0.0 0.0 0.0001
H 5.8923 -0.8205 -2.5753 0.0 0.0 0.0 0.0000
H 4.5006 -1.3122 -0.6012 0.0 0.0 0.0 0.0000
H -1.1860 1.6756 4.0187 0.1 0.0 0.0 -0.0002
H -0.6034 0.0516 3.6782 0.0 0.0 0.0 -0.0008
H -2.9540 1.3363 2.2094 -0.1 0.0 0.0 0.0000
H -3.0819 0.3539 3.6575 0.0 0.1 0.0 0.0002
H -3.6292 -1.0614 1.9030 0.0 -0.1 0.0 0.0002
H -2.0371 -1.5691 2.4663 0.0 0.0 0.0 -0.0020
H -3.9531 -1.0057 -0.0730 0.0 0.0 0.0 -0.0003
H -4.8682 -1.0095 -2.0358 0.0 0.0 0.0 0.0001
H -4.8367 -0.9534 -4.4893 0.0 0.0 0.0 -0.0001
H -2.6676 -0.7233 -5.6753 0.0 0.0 0.0 0.0001
H -0.5653 -0.5270 -4.3925 0.0 0.0 0.0 0.0000
Cl 0.8216 -1.8616 2.2553 0.2 -0.5 0.9 0.0000
C 0.8040 -3.3227 1.2449 0.1 0.0 -0.2 0.0020
Cl 0.7090 -2.8097 -0.4471 0.0 -1.0 -0.1 -0.0016
H -0.0751 -3.9030 1.4955 0.0 0.0 0.0 0.0000
H 1.7223 -3.8725 1.4075 0.0 0.0 0.0 -0.0001

18
Properties=species:S:1:pos:R:3:forces:R:3:mulliken_charge:R:1 method="wB97M-V/def2-TZVPD" smiles=CN(C)N(C)[SiH2]Cl de_lowest_ev=3.843 lumo_ev=0.885 spin_multiplicity=1
C 0.2609 -1.4569 0.8200 -2.2 -2.0 -0.3 -0.9272
N -0.6700 -0.3846 0.4313 -0.1 -1.0 0.3 -0.0360
C -1.9230 -0.8515 -0.1886 -0.7 -1.0 -0.7 -0.7875
N 0.0468 0.6070 -0.2226 0.6 4.2 0.6 0.0056
C 0.7474 0.3870 -1.4988 -1.1 -2.4 -0.5 -0.7850
Si 0.6414 2.0874 0.8375 0.7 -2.8 -2.3 0.4559
Cl 2.5941 1.6895 1.4192 0.5 -0.7 0.7 -0.2905
H 1.1492 -0.9733 1.0930 1.5 0.2 0.2 0.3019
H -0.0742 -2.1152 1.6647 -0.2 1.0 -0.3 0.2966
H 0.3385 -2.2219 0.0082 0.6 0.7 0.1 0.3201
H -2.6278 0.0010 -0.3362 0.8 -0.5 -0.1 0.2761
H -1.8335 -1.4637 -1.2313 0.1 1.4 2.2 0.2527
H -2.4612 -1.5385 0.5541 1.0 0.8 -1.0 0.3000
H 0.0419 -0.0725 -2.3022 0.9 1.0 1.2 0.2458
H 1.1108 1.3482 -1.8755 0.2 -0.4 0.1 0.3282
H 1.5298 -0.4292 -1.3876 -0.3 1.3 -0.2 0.2573
H -0.1527 2.1016 2.0285 -0.6 0.3 0.4 -0.1027
H 1.2816 3.2855 0.1864 -1.7 0.0 -0.4 -0.1114

| no. | total energy (eV) |
| --- | --- |
| 1 | -74763.929 |
| 2 | -26668.573 |